{
  "formula": "C14H11ClO3",
  "method": "ωB97M-V/def2-TZVPD",
  "homo_energy_ev": -8.43,
  "total_charge": 0,
  "smiles": "O=C(O)c1ccc(COc2ccccc2Cl)cc1",
  "orbital_gap_ev": 8.520,
  "lumo_energy_ev": 0.090,
  "elements": ["O", "C", "O", "C", "C", "C", "C", "C", "O", "C", "C", "C", "C", "C", "C", "Cl", "C", "C", "H", "H", "H", "H", "H", "H", "H", "H", "H", "H", "H"],
  "positions_angstrom": [[4.806, -0.947, -0.353], [4.158, -0.459, 0.361], [4.444, -0.337, 1.651], [2.738, 0.008, -0.126], [1.836, 0.655, 1.054], [0.600, 1.195, 0.808], [0.276, 1.382, -0.813], [-1.021, 1.741, -1.201], [-1.875, 0.983, -1.552], [-2.029, -0.261, -0.969], [-1.758, -1.402, -1.364], [-1.750, -2.552, -0.894], [-2.301, -2.746, 0.573], [-2.535, -1.675, 1.195], [-2.531, -0.331, 0.608], [-2.942, 1.296, 1.105], [1.067, 0.827, -1.758], [2.358, 0.173, -1.320], [5.196, -0.888, 1.808], [2.117, 0.677, 2.148], [0.087, 1.910, 1.369], [-0.859, 2.637, -1.940], [-1.495, 2.268, -0.251], [-1.451, -1.407, -2.600], [-1.740, -3.480, -1.196], [-2.359, -3.517, 1.072], [-2.973, -1.472, 2.341], [0.704, 0.922, -2.798], [2.911, -0.019, -2.034]]
}